# 1
{"formula": "C3H9BNO4", "method": "wB97M-V/def2-TZVPD", "elements": ["C", "O", "C", "B", "N", "H", "H", "H", "H", "H", "H", "H", "H", "C", "O", "O", "O", "H"], "coordinates": [[2.66165, -0.76737, -0.94639], [2.02121, 0.46947, -0.87009], [0.75833, 0.46492, -1.55127], [-0.39112, -0.20244, -0.66166], [-1.17100, -1.23499, -1.29338], [2.71078, -1.14144, -1.97258], [3.66564, -0.64300, -0.55492], [2.16786, -1.53280, -0.33722], [0.49722, 1.49376, -1.77894], [0.86217, -0.03859, -2.51734], [-0.56751, 0.13057, 0.45739], [-1.84231, -1.61973, -0.63698], [-0.54857, -1.96982, -1.61293], [-2.38055, 0.94711, 2.77213], [-2.76035, 0.98301, 3.96764], [-1.54702, 2.03288, 2.40722], [-2.61614, 0.12721, 1.88046], [-1.52028, 2.50124, 3.24887]], "forces_ev_per_a": [[-0.11, -0.07, 0.28], [0.15, 0.40, -0.35], [-0.09, -0.65, 0.50], [0.03, 0.04, -0.59], [0.45, 0.08, 1.26], [0.07, 0.00, -0.20], [0.20, 0.03, 0.00], [-0.16, -0.08, 0.05], [0.00, 0.30, 0.11], [0.14, -0.11, -0.25], [-0.17, 0.19, -0.02], [-0.07, -0.10, -0.12], [-0.33, 0.06, -0.66], [-0.39, -0.33, 0.45], [0.15, 0.09, -0.22], [-0.03, -0.01, 0.01], [0.04, -0.01, -0.23], [0.13, 0.17, -0.03]], "mulliken_charge": [-0.6323, -0.3868, -0.4745, 0.2808, -0.4969, 0.2710, 0.2486, 0.2596, 0.2216, 0.2631, -0.0679, 0.2745, 0.2317, 0.6561, -0.7668, -0.4835, -0.6820, 0.2836], "e_above_lowest_ev": 0.0000, "homo_energy_ev": -4.15, "fmax_ev_per_a": 1.3, "spin_multiplicity": 1, "orbital_gap_ev": 7.226, "total_charge": -1, "e_lumo_ev": 3.081}


# 2
{"formula": "C6H8ClN", "method": "wB97M-V/def2-TZVPD", "elements": ["C", "C", "C", "C", "C", "C", "N", "Cl", "H", "H", "H", "H", "H", "H", "H", "H"], "coordinates": [[-2.55654, -0.81392, -0.17051], [-2.03594, -0.12612, -1.22852], [-2.07500, -0.53579, 1.18286], [-0.53969, 0.77736, 0.22681], [1.87741, 0.92156, 0.23129], [0.66238, 0.29036, -0.45044], [-1.09583, 0.21158, 1.36978], [-0.55093, 2.48552, -0.01321], [-3.33828, -1.58841, -0.47005], [-1.76434, 0.01553, -2.18134], [-2.59766, -1.01632, 2.05624], [1.68298, 1.95431, 0.09093], [2.85216, 0.66773, -0.18802], [1.88576, 0.57804, 1.25250], [0.61156, -0.83922, -0.27807], [0.67879, 0.49029, -1.49016]], "forces_ev_per_a": [[-0.97, -0.13, -4.88], [1.36, -0.05, 8.77], [-1.96, -1.71, 0.79], [-3.16, -0.82, -3.32], [0.29, -1.30, -0.52], [1.47, -3.36, 1.83], [1.75, 1.85, 0.12], [-1.16, 1.29, 0.75], [0.88, 0.85, 1.34], [0.14, 0.16, -3.40], [0.72, 0.44, -0.88], [0.64, 1.04, 0.55], [-0.20, -0.13, -0.29], [0.04, 0.43, 0.59], [0.46, 1.21, -0.53], [-0.29, 0.24, -0.93]], "mulliken_charge": [-0.2430, -0.5329, -0.0373, 0.4589, -1.2351, -0.5443, -0.4571, -0.2004, 0.2790, 0.4902, 0.3504, 0.4297, 0.3577, 0.3043, 0.2510, 0.3287], "e_above_lowest_ev": 3.7704, "homo_energy_ev": -8.00, "fmax_ev_per_a": 8.9, "spin_multiplicity": 1, "orbital_gap_ev": 8.145, "e_lumo_ev": 0.144}


# 3
{"formula": "CH5N3O", "method": "wB97M-V/def2-TZVPD", "elements": ["C", "N", "N", "N", "O", "H", "H", "H", "H", "H"], "coordinates": [[1.40267, -1.12587, -0.07630], [-1.27492, -0.29826, -0.32246], [-0.28519, 1.47405, 0.63226], [-1.01364, 0.39116, 0.82725], [1.27880, -0.35545, -0.96913], [1.79204, -2.15329, -0.34344], [-1.60644, -1.16045, -0.04863], [-0.54970, -0.23943, -0.93830], [0.26492, 1.47822, -0.19556], [-0.00854, 1.98933, 1.43430]], "forces_ev_per_a": [[0.47, -0.01, -0.93], [-2.11, 2.95, 1.39], [-0.58, 0.52, -1.17], [-0.54, -1.11, 1.80], [0.79, -0.25, 0.49], [-0.02, -0.01, 0.45], [-0.61, -2.18, 0.14], [1.61, -0.36, -2.16], [0.80, 0.45, -0.43], [0.19, -0.02, 0.42]], "mulliken_charge": [0.0230, -0.3827, -0.1906, -0.3261, -0.3832, 0.2289, 0.2630, 0.3253, 0.2178, 0.2246], "e_above_lowest_ev": 5.1928, "homo_energy_ev": [-6.11, -9.01], "fmax_ev_per_a": 3.9, "spin_multiplicity": 1, "orbital_gap_ev": [5.454, 9.518], "e_lumo_ev": [-0.658, 0.510]}